The following is a DFT calculation (ωB97M-V/def2-TZVPD) of a molecular structure, C4H6CoN2O5.

Geometry (Å):
Co -0.084 -0.182 -1.347
O -0.466 0.509 2.528
O 0.693 -1.808 -1.132
O -0.314 0.284 -3.136
O -1.393 0.562 -2.499
O 1.090 -3.348 0.477
N -0.605 -0.398 0.426
N 0.831 1.522 -0.612
C -0.322 0.639 1.348
C -0.685 -1.718 0.855
C 0.153 1.896 0.654
C 0.530 -2.419 0.021
H 1.810 1.308 -0.432
H -1.541 -2.258 0.432
H -0.604 -1.854 1.930
H 0.796 2.458 1.328
H 0.833 2.300 -1.267
H -0.721 2.507 0.424

Output
Multiplicity: 5
E_HOMO (spin up / spin down) (Eh): -0.5376 / -0.5485
Charge: +1